{
  "formula": "C3H5O2",
  "method": "wB97M-V/def2-TZVPD",
  "e_above_lowest_kj_mol": 251.9,
  "total_charge": 0,
  "total_energy_ev": -7282.6532,
  "multiplicity": 2,
  "homo_lumo_gap_ev": [9.460, 6.046],
  "symbols": ["H", "O", "C", "O", "C", "C", "H", "H", "H", "H"],
  "coordinates": [[0.44499, -0.59056, -0.19696], [-1.09523, 0.29663, 0.78177], [-0.64178, -0.53047, 0.05075], [-2.11006, -2.69316, -1.34873], [-1.90392, -3.94572, -1.49623], [-1.63685, -4.56542, -2.71119], [-1.34150, -1.60084, -0.60445], [-1.91349, -4.55684, -0.57899], [-1.72376, -4.00980, -3.64681], [-1.16045, -5.54520, -2.72678]],
  "mulliken_spin": [0.01, 0.03, 0.04, 0.36, -0.03, 0.56, -0.01, 0.00, 0.03, 0.02]
}